Computed, not measured: a 13-piece molecular cluster, H26N4O21S4 overall at a distorted geometry, with ωB97M-V/def2-TZVPD.

XYZ file:
```
55
Properties=species:S:1:pos:R:3:forces:R:3:nbo_charge:R:1
N 0.4333 -0.5057 0.1767 -0.1 0.8 0.6 -0.9679
H 0.0234 0.3088 -0.3101 0.0 -0.1 -0.4 0.4620
H 1.4799 -0.4073 0.1872 -0.6 0.0 0.1 0.4473
H 0.0494 -1.3385 -0.2766 0.0 -0.3 -0.2 0.4451
H 0.0075 -0.3854 1.1107 0.4 -0.1 -0.2 0.4532
N 0.6050 3.2926 0.2326 0.4 -0.4 0.4 -0.9820
H 0.1074 2.6552 -0.4847 0.2 0.3 0.2 0.4712
H -0.0745 3.3418 1.0448 0.1 0.2 -0.3 0.4708
H 0.8603 4.1674 -0.2071 -0.5 0.2 0.1 0.3752
H 1.5418 2.9058 0.5676 -0.7 -0.2 -0.2 0.4555
N 1.4930 -2.5960 -2.7860 0.1 -0.4 -0.5 -0.9042
H 1.7729 -3.5679 -2.7256 0.0 0.0 -0.3 0.3842
H 0.5364 -2.5227 -2.3585 -0.7 0.1 1.3 0.4878
H 1.3275 -2.2298 -3.7191 0.6 0.0 0.0 0.4250
H 2.1847 -2.0278 -2.2754 -0.5 -0.1 -0.2 0.4872
N -3.5791 -0.0527 -0.5448 0.2 0.8 -0.1 -0.9730
H -3.0250 -0.9149 -0.2697 -0.6 -0.2 -0.7 0.4647
H -3.3080 0.6489 0.2011 -0.2 0.4 -0.2 0.4736
H -4.5856 -0.1483 -0.5210 0.1 -0.5 0.4 0.3601
H -3.3376 0.3438 -1.5071 0.7 -0.1 0.7 0.4642
S -2.0064 1.7544 2.3579 -1.4 1.5 1.3 2.6189
O -1.3734 3.0852 2.1919 0.7 0.1 0.1 -1.1025
O -2.4850 1.5685 3.7464 0.4 0.0 -0.2 -1.0930
O -3.1776 1.7303 1.4489 -0.1 -0.7 -0.4 -1.0947
O -1.0246 0.6889 2.0381 0.4 -0.3 -0.1 -1.1371
S -1.3914 1.9396 -2.5724 -0.5 0.5 0.1 2.6287
O -0.5036 1.5163 -3.6764 0.9 -0.1 0.1 -1.0985
O -1.7065 3.3645 -2.6711 0.2 0.6 -0.2 -1.0886
O -2.6161 1.1432 -2.6781 -1.4 -0.7 -0.5 -1.1082
O -0.8292 1.6728 -1.2070 0.6 -0.4 -0.4 -1.0984
S -1.7372 -3.2490 -0.8200 -0.7 -1.1 1.5 2.6197
O -0.6593 -2.3965 -1.3685 1.2 0.0 -1.9 -1.1139
O -2.6893 -3.7315 -1.8227 0.0 0.4 -0.5 -1.0750
O -1.1522 -4.4074 -0.1084 0.0 0.5 -0.1 -1.0839
O -2.3831 -2.2861 0.1249 -0.6 -0.8 0.4 -1.1158
S 3.5913 1.3468 0.0966 1.8 1.9 -1.0 2.6105
O 3.0531 -0.0228 0.2839 0.4 -1.0 0.0 -1.1135
O 2.9336 2.2557 1.0814 -0.3 -0.1 -0.1 -1.0943
O 5.0420 1.4268 0.3128 0.3 -0.8 0.5 -1.0911
O 3.3373 1.8219 -1.2801 -0.9 -0.4 -0.1 -1.1023
O 3.5063 -2.4347 -0.9445 0.5 0.0 0.0 -1.0210
H 3.5626 -1.5178 -0.5706 -0.2 0.2 0.2 0.5349
H 3.3972 -2.9950 -0.1715 -0.2 0.1 0.1 0.4710
O 1.8538 1.4810 3.3791 0.0 0.0 -0.1 -1.0242
H 0.9481 1.1833 3.2142 0.0 0.0 0.0 0.4855
H 2.2321 1.6473 2.4800 -0.1 0.0 0.6 0.4995
O 1.5744 -0.1110 -3.0453 0.1 0.5 -0.2 -1.0842
H 0.7787 0.4291 -3.3074 0.1 0.1 0.3 0.5266
H 2.1185 0.4937 -2.5052 -0.1 0.1 0.0 0.5153
O 0.1259 -1.4714 4.4897 0.2 -0.1 0.1 -0.9806
H -0.3620 -0.9414 5.1245 -0.1 0.2 -0.2 0.4575
H -0.4200 -1.4184 3.6797 0.0 -0.4 0.4 0.5059
O -2.0643 -1.7075 2.7447 0.3 0.6 -0.3 -1.0568
H -2.3489 -2.0182 1.8488 0.6 0.2 0.6 0.5089
H -1.6379 -0.8074 2.5709 -1.1 -0.8 -0.1 0.4944
```
Positions in Å, forces in eV/Å.

Its gap between HOMO and LUMO is 6.0 eV. The calculation puts the HOMO energy at 2.10 eV. The relative energy (zero: lowest compared OMol25 entry of this formula, charge and spin) comes out at 0.000 eV. Its net charge is -4.